Density functional theory data (the ωB97M-V functional and the def2-TZVPD basis) for a molecular structure, C39H63BO33P at a distorted geometry.

Calculated values
**Total charge**: -1
**Total energy**: -4372.7619 a.u.
**Largest force on an atom**: 11.8 eV Å⁻¹
**E_LUMO**: 1.407 eV

Each line ends with the Mulliken charge.
Element x y z (Å)
C -2.208 -2.158 0.117  -0.90
C -0.889 -2.352 -0.650  -0.74
O 0.181 -1.605 -0.086  0.64
C 0.521 -0.423 -0.777  -1.05
C -0.636 0.522 -1.096  0.46
O -0.072 1.794 -1.352  -0.36
C -0.915 2.512 -2.234  -0.73
C -2.306 2.746 -1.624  0.22
O -2.137 3.013 -0.263  -0.29
C -3.391 3.007 0.487  -0.17
B -3.813 1.493 0.957  1.13
P -5.102 0.654 -0.296  0.00
C -4.279 -0.933 -0.851  -0.74
C -6.493 -0.043 0.745  -0.86
H -2.265 -2.929 0.902  0.33
H -2.182 -1.186 0.624  0.19
H -3.094 -2.237 -0.520  0.48
H -0.995 -2.163 -1.729  0.37
H -0.583 -3.410 -0.549  0.29
H 1.067 -0.636 -1.716  0.14
H 1.219 0.121 -0.122  -0.11
H -1.361 0.587 -0.268  -0.46
H -1.169 0.185 -2.002  0.72
H -1.022 1.924 -3.163  0.33
H -0.411 3.454 -2.477  0.40
H -2.940 1.855 -1.801  -0.03
H -2.805 3.595 -2.125  0.10
H -3.187 3.650 1.358  0.00
H -4.163 3.522 -0.117  -0.15
H -2.800 0.790 0.964  -0.57
H -4.277 1.529 2.087  -0.49
H -3.191 -0.788 -0.770  -0.24
H -4.536 -1.180 -1.892  0.31
H -4.558 -1.775 -0.201  0.33
H -6.360 -1.119 0.915  0.25
H -7.457 0.113 0.238  0.42
H -6.494 0.490 1.704  -0.01
C -5.575 -0.760 6.528  0.58
C -6.035 0.528 5.870  -0.44
O -5.425 0.448 4.587  -0.34
C -5.176 -0.853 4.299  0.51
O -4.819 -1.264 3.252  -0.38
O -5.395 -1.623 5.407  -0.40
H -6.306 -1.190 7.209  0.36
H -4.620 -0.642 7.044  -0.09
H -7.120 0.564 5.744  0.24
H -5.698 1.426 6.382  0.31
C 0.419 -5.310 3.803  -0.21
C -0.133 -4.448 2.684  0.72
O -1.524 -4.806 2.687  -0.30
C -1.841 -5.287 3.912  0.60
O -2.943 -5.522 4.285  -0.56
O -0.724 -5.472 4.651  -0.37
H 1.226 -4.840 4.352  0.31
H 0.732 -6.297 3.453  0.21
H -0.037 -3.382 2.893  -0.16
H 0.301 -4.660 1.710  -0.27
C 3.364 -0.050 2.186  -0.33
C 4.166 -0.749 1.109  0.39
O 4.279 -2.083 1.629  -0.35
C 3.255 -2.287 2.474  0.47
O 2.959 -3.355 2.919  -0.58
O 2.605 -1.143 2.732  -0.08
H 2.682 0.700 1.795  0.25
H 3.968 0.389 2.980  0.35
H 3.627 -0.799 0.166  -0.36
H 5.154 -0.336 0.930  0.35
C -0.717 0.799 2.409  1.08
C -1.581 1.156 3.598  0.57
O -0.657 1.013 4.697  -0.23
C 0.601 1.150 4.217  0.45
O 1.575 1.244 4.898  -0.64
O 0.592 1.174 2.877  -0.26
H -0.959 1.350 1.504  -0.66
H -0.714 -0.273 2.199  -0.44
H -1.926 2.189 3.568  0.24
H -2.429 0.492 3.737  -0.31
C 3.821 -1.496 -2.866  0.62
C 4.662 -2.640 -3.376  -0.62
O 5.998 -2.121 -3.215  -0.37
C 5.970 -1.188 -2.242  0.62
O 6.932 -0.708 -1.726  -0.62
O 4.696 -0.891 -1.910  -0.32
H 2.913 -1.818 -2.358  -0.32
H 3.572 -0.782 -3.650  0.25
H 4.550 -3.524 -2.751  0.48
H 4.471 -2.886 -4.416  0.37
C -1.953 -0.796 8.583  -0.35
C -2.341 0.346 7.665  0.00
O -3.684 -0.001 7.308  -0.27
C -4.192 -0.804 8.268  0.12
O -5.333 -1.123 8.354  -0.41
O -3.218 -1.190 9.127  -0.36
H -1.282 -0.505 9.387  0.32
H -1.527 -1.639 8.039  0.30
H -2.357 1.307 8.184  0.24
H -1.716 0.427 6.781  0.00
C 1.823 -6.369 -0.659  -0.29
C 2.245 -5.030 -1.234  0.21
O 3.404 -5.388 -2.001  -0.25
C 3.324 -6.703 -2.320  0.47
O 4.041 -7.257 -3.085  -0.54
O 2.311 -7.289 -1.642  -0.37
H 0.748 -6.482 -0.553  0.35
H 2.313 -6.583 0.293  0.28
H 1.495 -4.610 -1.907  0.09
H 2.514 -4.292 -0.481  0.04
C 7.751 0.563 -6.583  -0.21
C 7.569 1.140 -5.192  -0.19
O 6.154 1.032 -5.011  -0.31
C 5.697 0.046 -5.812  0.74
O 4.605 -0.420 -5.728  -0.58
O 6.649 -0.353 -6.675  -0.37
H 8.688 0.026 -6.713  0.31
H 7.642 1.320 -7.357  0.14
H 8.065 0.551 -4.418  0.24
H 7.867 2.181 -5.114  0.23
C -4.740 6.165 -4.323  -0.32
C -6.119 6.782 -4.178  -0.37
O -6.695 6.000 -3.138  -0.35
C -5.689 5.451 -2.396  0.56
O -5.834 4.873 -1.379  -0.43
O -4.495 5.664 -3.013  -0.26
H -3.966 6.879 -4.593  0.28
H -4.731 5.330 -5.028  0.27
H -6.072 7.825 -3.854  0.26
H -6.729 6.708 -5.075  0.29
C 6.116 6.292 -7.125  -0.36
C 7.174 5.711 -6.204  -0.31
O 7.082 4.312 -6.488  -0.25
C 6.542 4.156 -7.721  0.63
O 6.473 3.120 -8.297  -0.50
O 6.088 5.337 -8.191  -0.36
H 6.367 7.272 -7.519  0.29
H 5.130 6.323 -6.659  0.27
H 8.179 6.054 -6.457  0.25
H 6.982 5.884 -5.149  0.31

Density functional theory data (the ωB97M-V functional and the def2-TZVPD basis) for a single C2H2OS molecule at a distorted geometry.

Calculated values
**Total charge**: 0
**ΔE to the lowest compared entry with this formula, charge and spin**: 47.43 kJ/mol
**Structure (SMILES)**: O=CC=S
**Total energy**: -550.7702 a.u.
**Largest force on an atom**: 3.2 eV Å⁻¹
**E_LUMO**: -1.308 eV

Each line ends with the Mulliken charge.
Element x y z (Å)
O 1.481 0.683 -0.296  -0.37
C 0.307 0.627 -0.317  0.10
C -0.355 -0.394 0.433  -0.20
S -1.235 -1.605 -0.115  -0.18
H -0.254 1.213 -1.060  0.33
H 0.056 -0.523 1.356  0.32

Density functional theory data (the ωB97M-V functional and the def2-TZVPD basis) for 2 unconnected molecules or ions with the total composition C10H16O at a distorted geometry.

Calculated values
**Total charge**: 0
**ΔE to the lowest compared entry with this formula, charge and spin**: 0.00 kJ/mol
**⟨S²⟩**: 2.015
**Total energy**: -465.6276 a.u.
**2S+1**: 3
**Largest force on an atom**: 9.1 eV Å⁻¹
**E_LUMO (alpha / beta)**: 0.927 / -1.658 eV

Each line ends with the Mulliken charge.
Element x y z (Å)
C 0.233 1.110 -2.451  0.21
C 0.003 -0.038 1.068  -1.00
C -0.290 1.193 1.517  1.29
C -0.354 -0.705 -0.230  0.79
C 0.597 -1.203 -1.036  0.43
C 0.015 1.418 3.022  -1.48
C -1.009 2.419 0.838  -1.19
C -1.794 -0.790 -0.578  -1.34
C 0.200 -1.920 -2.248  -1.27
C 2.079 -1.090 -0.803  -1.20
O 0.920 1.380 -3.316  -0.23
H 0.495 -0.655 1.853  0.18
H 1.085 1.744 3.158  0.26
H -0.554 2.190 3.464  0.44
H -0.042 0.426 3.555  0.35
H -0.149 3.233 0.773  0.29
H -1.384 2.053 -0.172  0.24
H -1.798 2.884 1.407  0.41
H -2.328 -1.764 -0.148  0.24
H -1.976 -0.840 -1.589  0.47
H -2.310 0.099 -0.021  0.30
H 0.948 -1.888 -2.994  0.40
H -0.817 -1.625 -2.573  0.27
H -0.002 -3.135 -2.056  0.26
H 2.544 -0.650 -1.782  0.31
H 2.578 -2.115 -0.454  0.25
H 2.339 -0.267 -0.061  0.33

Density functional theory data (the ωB97M-V functional and the def2-TZVPD basis) for a molecular structure, CH2O3P2 at a distorted geometry.

Calculated values
**Total charge**: 0
**ΔE to the lowest compared entry with this formula, charge and spin**: 146.69 kJ/mol
**Total energy**: -947.7216 a.u.
**Largest force on an atom**: 4.1 eV Å⁻¹
**E_LUMO**: -0.991 eV

Each line ends with the Mulliken charge.
Element x y z (Å)
C -1.246 -2.152 1.027  0.20
O -0.583 -2.746 1.764  -0.14
O 1.167 -0.625 0.205  -0.44
O -0.616 0.481 -1.127  -0.33
P 0.051 -1.013 -0.627  0.53
P -0.269 2.060 -0.593  0.07
H 1.174 2.146 -1.264  0.06
H 0.323 1.850 0.615  0.05